1.
{"formula": "C24H50Cl2INO5", "method": "wB97M-V/def2-TZVPD", "elements": ["I", "Cl", "Cl", "O", "O", "O", "O", "O", "N", "C", "C", "C", "C", "C", "C", "C", "C", "C", "C", "C", "C", "C", "C", "C", "C", "C", "C", "C", "C", "C", "C", "C", "C", "H", "H", "H", "H", "H", "H", "H", "H", "H", "H", "H", "H", "H", "H", "H", "H", "H", "H", "H", "H", "H", "H", "H", "H", "H", "H", "H", "H", "H", "H", "H", "H", "H", "H", "H", "H", "H", "H", "H", "H", "H", "H", "H", "H", "H", "H", "H", "H", "H", "H"], "positions_angstrom": [[5.0319, -3.6545, -6.6166], [-0.5273, -4.6887, -3.7705], [1.8820, -6.0270, -3.7202], [7.1352, -6.2192, -2.8280], [3.1830, -3.3847, -4.0592], [6.5857, -8.5361, -5.8174], [5.2837, -2.0111, -4.0510], [5.8482, -4.2506, -2.0717], [0.9112, 0.4977, -1.7962], [3.3060, -2.6085, -1.5515], [4.5845, -4.8858, -2.4707], [0.5620, -3.8820, -2.4613], [-6.8340, 7.1982, 3.4610], [3.3223, -3.8166, -2.6580], [6.4176, -7.1996, -5.1568], [4.4439, -2.8791, -4.6202], [-4.4258, 6.2699, 3.6631], [-4.3460, 5.7152, 2.2493], [1.9577, -4.7333, -2.3435], [-2.5240, 2.5768, 3.0340], [1.8956, -0.3744, -0.9887], [-2.7023, -0.2598, 0.5534], [-1.2605, 3.0615, 3.7277], [-6.3155, 9.3694, 4.6894], [-6.4242, 8.6688, 3.3439], [-1.8416, 0.0818, 2.9272], [-0.2296, -4.0668, -1.0252], [2.8562, -1.1400, -2.1239], [-2.8770, 1.1243, 3.3640], [-5.8506, 6.3017, 4.2218], [7.5976, -6.8553, -4.0719], [6.8931, -4.7719, -3.0107], [-1.5078, 0.0760, 1.4328], [-0.3828, 2.4916, 3.4119], [-5.4781, 8.7625, 2.8040], [3.8541, -0.4954, -2.2154], [-3.9795, 7.2701, 3.6921], [1.2210, -1.1550, -0.4235], [-0.9139, 0.2296, 3.4924], [-0.6448, -3.0662, -0.5737], [-3.1111, -1.2421, 0.8094], [-3.8105, 5.6399, 4.3184], [5.7119, -8.6710, -6.3299], [0.4126, -4.5802, -0.1840], [-2.4246, 2.7113, 1.9512], [-6.9888, 6.7967, 2.4526], [0.6960, -2.7706, -2.8026], [-0.7244, -0.6692, 1.2552], [-6.2512, 5.2795, 4.2293], [4.2530, -5.5846, -1.5615], [2.5026, -2.8966, -0.7164], [-2.3982, -0.2865, -0.4985], [2.0848, -5.3500, -1.3555], [-6.0574, 10.4238, 4.5437], [5.3262, -7.1992, -4.7184], [6.6418, -4.5524, -4.1345], [8.4380, -6.2304, -4.6370], [-4.9005, 6.3357, 1.5404], [1.0619, 1.5127, -1.5909], [-1.0778, 4.1127, 3.4839], [2.2190, -1.1573, -3.1045], [-4.7463, 4.6974, 2.2059], [6.4536, -6.3737, -6.0161], [-3.8469, 0.8875, 2.9112], [7.8737, -4.1457, -2.7470], [-1.1695, -4.7799, -1.1949], [-1.0876, 1.0385, 1.1291], [-7.8094, 7.1410, 3.9595], [8.1049, -7.8837, -3.7703], [-2.2110, -0.9112, 3.2113], [-5.8087, 6.6144, 5.2716], [-3.3593, 3.2163, 3.3476], [-7.1742, 9.1909, 2.7392], [-7.2671, 9.3284, 5.2283], [4.3159, -2.4535, -0.9685], [-5.5404, 8.9237, 5.3184], [-3.3038, 5.6834, 1.9165], [-1.3552, 2.9779, 4.8150], [4.6702, -5.5858, -3.4069], [-3.0221, 1.0323, 4.4484], [2.5095, 0.2858, -0.2421], [-0.0385, 0.2769, -1.3970], [-3.4985, 0.4833, 0.6480]], "lowdin_charge": [0.856, 0.467, 0.509, -0.166, -0.156, -0.153, -0.066, -0.145, -0.052, -0.105, -0.133, -0.601, -0.229, -0.367, -0.214, -0.653, -0.272, -0.120, -0.502, -0.276, -0.248, -0.112, -0.109, -0.117, -0.275, -0.224, -0.142, -0.172, -0.223, -0.227, -0.165, -0.185, -0.281, 0.066, 0.098, 0.124, 0.101, 0.092, 0.102, 0.070, 0.078, 0.099, 0.115, 0.084, 0.102, 0.101, 0.110, 0.089, 0.110, 0.155, 0.116, 0.061, 0.121, 0.070, 0.123, 0.094, 0.144, 0.068, 0.067, 0.068, 0.109, 0.068, 0.068, 0.102, 0.167, 0.082, 0.096, 0.109, 0.148, 0.111, 0.101, 0.085, 0.105, 0.076, 0.138, 0.066, 0.070, 0.078, 0.106, 0.112, 0.119, 0.046, 0.069], "spin_multiplicity": 1, "e_lumo_ev": -0.67, "total_charge": 0, "smiles": "C[C@H](Cl)[C@@H](Cl)[C@@](CCCN)(COCOCCO)OC(=O)I.CCCCCC.CCCCCC", "e_homo_ev": -9.65}

***

2.
{"formula": "C24H50Cl3IrN4O3Si4", "method": "wB97M-V/def2-TZVPD", "elements": ["Ir", "Cl", "Cl", "Cl", "Si", "Si", "Si", "Si", "O", "O", "O", "N", "N", "N", "N", "C", "C", "C", "C", "C", "C", "C", "C", "C", "C", "C", "C", "C", "C", "C", "C", "C", "C", "C", "C", "C", "C", "C", "C", "H", "H", "H", "H", "H", "H", "H", "H", "H", "H", "H", "H", "H", "H", "H", "H", "H", "H", "H", "H", "H", "H", "H", "H", "H", "H", "H", "H", "H", "H", "H", "H", "H", "H", "H", "H", "H", "H", "H", "H", "H", "H", "H", "H", "H", "H", "H", "H", "H", "H"], "positions_angstrom": [[0.8782, -0.0241, -0.0306], [6.7144, 4.7184, 1.2317], [3.9532, 0.8860, -1.3054], [3.1578, 1.7908, 4.0114], [-1.0260, 1.5862, -3.1029], [-0.6936, -0.3502, -1.7751], [0.3023, -1.9247, -3.2421], [-2.8919, -1.1835, -1.4508], [2.6772, 0.4317, 1.4631], [2.1412, -1.6575, -0.4573], [3.7022, -3.1861, -0.0519], [-1.6531, 1.4698, 3.2889], [0.2027, 0.3096, 2.4970], [-0.2361, -2.1659, 1.0320], [-0.2359, 0.4323, 4.8157], [0.6124, 2.2476, -3.7768], [-0.5065, 0.7241, 3.4819], [-2.8708, 1.1204, 3.9925], [0.8235, 1.7952, -0.2135], [5.5203, 3.4425, 1.2859], [0.7040, -0.6380, 5.0877], [0.4726, -3.6343, -2.4702], [-0.6377, -2.1942, -4.8658], [-2.0915, 1.4289, -4.6595], [3.9559, 2.1242, 2.4932], [4.2533, 1.7372, 0.1777], [-1.8638, 2.0555, 1.9800], [-3.8863, -1.3676, -3.0482], [2.0813, -2.7707, 1.6509], [-0.2244, 1.5102, 5.7902], [4.8984, 3.1312, 2.4800], [0.6488, -3.2633, 1.4321], [5.1972, 2.7480, 0.1360], [-3.9932, -0.1199, -0.3323], [-1.8992, 2.9500, -2.1173], [2.0408, -1.3776, -3.7073], [2.7397, -2.5159, 0.2976], [-3.0083, -2.9137, -0.6708], [3.5650, 1.3487, 1.3632], [-0.4865, -4.0699, -2.1801], [-0.6008, 1.1534, 6.7524], [0.9469, -4.3168, -3.1819], [-1.6075, -2.6703, -4.7130], [0.9347, 1.6372, -4.6239], [2.0965, -0.3287, -4.0037], [-2.2683, -3.6158, -1.0584], [0.4576, -1.5084, 4.4793], [0.6545, -4.0008, 0.6263], [-1.0717, -2.5042, 0.5726], [0.6133, -0.9140, 6.1393], [-3.1477, 1.2829, -4.4361], [-3.4576, -2.0976, -3.7349], [-2.5373, 2.9097, 2.0825], [-2.9046, 2.6233, -1.8379], [0.7903, 1.8985, 5.9373], [-1.7685, 0.6215, -5.3169], [0.2819, -3.7794, 2.3290], [5.1332, 3.6685, 3.3878], [0.4713, 3.2700, -4.1418], [-3.4343, 2.0221, 4.2453], [-2.0018, 3.8551, -2.7240], [-0.8556, 2.3250, 5.4459], [2.4093, -1.9874, -4.5384], [-2.0030, 2.3677, -5.2160], [1.1144, -3.5624, -1.5930], [1.1615, 2.4084, 0.6299], [2.6649, -3.5219, 2.1811], [-1.3733, 3.2129, -1.1995], [1.7445, -0.3622, 4.8901], [-0.5045, -1.5976, 1.8280], [1.4288, 2.2478, -3.0541], [5.6823, 2.9798, -0.8016], [-3.9986, -3.3237, -0.8915], [-2.2976, 1.3474, 1.2684], [-3.7356, -0.2583, 0.7203], [1.1567, 0.0778, 2.7701], [-3.9250, 0.9465, -0.5550], [-4.8828, -1.7191, -2.7619], [-5.0364, -0.4256, -0.4589], [2.7001, -1.5253, -2.8493], [-0.9150, 2.3853, 1.5716], [-2.6358, 0.5844, 4.9079], [-4.0066, -0.4329, -3.5918], [0.6724, 2.3718, -1.1221], [-0.7994, -1.2695, -5.4215], [-2.9127, -2.8825, 0.4181], [-0.0384, -2.8606, -5.4944], [-3.5142, 0.4850, 3.3699], [2.0818, -1.8487, 2.2376]], "lowdin_charge": [1.108, 0.605, 0.728, 0.705, 0.350, 0.297, 0.357, 0.361, -0.238, -0.295, 0.027, -0.168, 0.118, -0.026, -0.174, -0.222, -0.439, -0.065, -0.316, -0.694, -0.075, -0.201, -0.217, -0.218, -0.558, -0.567, -0.060, -0.211, -0.112, -0.071, -0.164, -0.241, -0.157, -0.226, -0.220, -0.212, -0.671, -0.228, -0.495, 0.006, 0.083, 0.033, 0.004, 0.020, 0.006, 0.007, 0.085, 0.109, 0.011, 0.085, 0.005, 0.010, 0.090, 0.010, 0.069, 0.005, 0.103, 0.095, 0.029, 0.085, 0.026, 0.083, 0.028, 0.028, 0.003, 0.005, 0.112, 0.006, 0.047, 0.040, 0.004, 0.096, 0.029, 0.063, 0.004, 0.013, 0.006, 0.026, 0.026, 0.008, 0.054, 0.079, 0.002, -0.061, 0.001, 0.017, 0.024, 0.083, 0.083], "s2": 0.770, "spin_multiplicity": 2, "e_lumo_ev": [2.28, 2.28], "total_charge": -1, "e_homo_ev": [-4.80, -4.79]}

***

3.
{"formula": "C24H51Br2N4O8V", "method": "wB97M-V/def2-TZVPD", "elements": ["Br", "Br", "V", "O", "O", "O", "O", "O", "O", "O", "O", "N", "N", "N", "N", "C", "C", "C", "C", "C", "C", "C", "C", "C", "C", "C", "C", "C", "C", "C", "C", "C", "C", "C", "C", "C", "C", "C", "C", "H", "H", "H", "H", "H", "H", "H", "H", "H", "H", "H", "H", "H", "H", "H", "H", "H", "H", "H", "H", "H", "H", "H", "H", "H", "H", "H", "H", "H", "H", "H", "H", "H", "H", "H", "H", "H", "H", "H", "H", "H", "H", "H", "H", "H", "H", "H", "H", "H", "H", "H"], "positions_angstrom": [[3.1900, -2.5653, 4.4507], [2.2399, 2.0269, 4.8262], [3.1760, 2.2676, -0.9011], [1.7738, 1.8914, 0.6908], [1.6328, 0.5992, -0.9608], [0.3882, -2.7949, 2.5488], [3.8442, 1.6366, -2.1751], [5.5622, 3.2060, -0.7439], [3.9754, 3.6855, 0.6385], [-2.9555, 0.2760, -1.8829], [4.0764, -4.5451, 1.4031], [-5.6502, 3.0339, -0.4358], [-0.1939, -3.8842, 4.4929], [3.0134, -3.5236, -0.4746], [-1.4680, 0.8810, -4.4775], [-2.9848, 3.0193, 1.9054], [-2.5624, 1.2556, -5.5450], [-2.7913, 2.7718, -5.7809], [6.2720, 3.9604, 1.4988], [-1.4876, 1.6821, -3.1655], [-4.9412, 3.3797, 0.4110], [-0.7730, -3.7104, 5.7919], [0.0505, 0.1973, 0.7581], [2.5546, 0.1949, 4.0432], [2.7436, -0.7962, 5.1701], [0.3669, -5.2377, 4.2490], [-0.0405, 1.0941, -5.0598], [-3.4747, 1.6226, 2.5757], [-0.2076, -2.7932, 3.6069], [3.0724, -4.1706, 0.7053], [5.2380, 3.5598, 0.4391], [1.7930, -2.8968, -1.0225], [-2.7029, 1.6296, -2.2676], [1.2109, 0.8978, 0.1730], [-4.1857, 0.0578, -1.1956], [-0.5506, -1.3664, -3.3339], [-1.6418, -0.7071, -4.2199], [4.0922, -3.3181, -1.4242], [-4.1306, 3.8958, 1.4915], [-2.1929, 0.9503, -6.5239], [1.0223, -2.8247, -0.2551], [0.1915, 0.3159, 1.8324], [-0.0070, 2.1388, -5.3689], [5.0092, -3.7857, -1.0656], [-1.3354, 2.7430, -3.3642], [-4.0569, -0.9331, -0.7602], [-1.8171, -4.0125, 5.7105], [-2.5697, 2.2101, -1.3547], [-0.2844, -5.9951, 4.6851], [-0.6856, -1.9030, 4.0442], [-3.6945, 2.7982, -6.3905], [-0.5893, 1.3779, -2.6283], [-2.0498, 3.3765, -6.3030], [1.7320, -0.1557, 3.4200], [1.9025, -1.8730, -1.3803], [0.1447, 0.3887, -5.8699], [1.4170, -5.3658, 4.5118], [-1.6337, -1.1734, -5.2051], [-2.6282, 0.9429, 2.6730], [-0.9261, 0.5881, 0.4724], [6.5843, 3.0751, 2.0528], [3.5833, -0.4648, 5.7810], [1.8976, -0.7914, 5.8573], [3.4569, 0.0733, 3.4439], [4.2091, -2.2734, -1.7123], [-0.8349, -1.2078, -2.2937], [3.8548, -3.8121, -2.3663], [-2.2759, 3.4737, 2.5976], [-2.2942, 2.8559, 1.0782], [-4.9064, 0.0001, -2.0113], [-4.4517, 0.8698, -0.5189], [-4.1155, 1.0147, 1.9370], [0.6473, 0.9890, -4.2208], [-3.6714, 1.8471, -2.7179], [-2.6516, -0.9482, -3.8878], [1.2727, -3.4044, -1.8348], [-3.7595, 4.8563, 1.1340], [5.8318, 4.6444, 2.2244], [2.0487, -4.4017, 1.0381], [-0.8179, -2.7295, 6.2650], [-0.4759, -2.4500, -3.4251], [-3.9280, 1.7271, 3.5614], [-3.4950, 0.7883, -5.2288], [-2.9775, 3.2030, -4.7973], [7.1973, 4.4051, 1.1325], [0.4703, -0.9869, -3.3792], [0.4614, -5.2566, 3.1632], [-4.8874, 3.9524, 2.2738], [0.0577, -0.8769, 0.5734], [-0.5034, -4.3933, 6.5975]], "lowdin_charge": [0.707, 0.581, 1.322, -0.070, -0.069, -0.042, -0.267, -0.054, -0.120, -0.256, -0.052, 0.161, -0.183, -0.162, -0.193, -0.216, -0.126, -0.057, 0.017, -0.086, -0.238, -0.104, 0.039, -0.661, -0.701, -0.028, 0.037, -0.061, -0.333, -0.294, -0.628, -0.064, -0.173, -0.684, -0.062, -0.057, -0.109, -0.048, -0.198, 0.126, 0.069, 0.079, 0.103, 0.095, 0.133, 0.101, 0.084, 0.120, 0.093, 0.135, 0.092, 0.116, 0.084, 0.025, 0.060, 0.117, 0.077, 0.118, 0.048, 0.084, 0.085, 0.050, 0.054, 0.056, 0.083, 0.067, 0.087, 0.108, 0.080, 0.094, 0.047, 0.052, 0.087, 0.126, 0.116, 0.079, 0.129, 0.082, 0.118, 0.084, 0.087, 0.073, 0.129, 0.066, 0.087, 0.069, 0.076, 0.133, 0.074, 0.091], "s2": 0.778, "spin_multiplicity": 2, "e_lumo_ev": [-4.71, -4.36], "total_charge": 1, "e_homo_ev": [-10.93, -10.93]}